(1)
C2H3N3 as an isolated structure at a distorted geometry, computed with the ωB97M-V functional and the def2-TZVPD basis.

XYZ file:
```
8
Properties=species:S:1:pos:R:3:nbo_charge:R:1
C 2.401 -0.026 -0.373 0.224
C -1.408 -0.030 0.145 -0.477
N 3.268 -0.366 0.293 -0.461
N 0.628 0.649 -0.651 0.015
N 0.006 0.010 0.129 -0.020
H -1.542 -1.151 -0.076 0.240
H -1.753 0.641 -0.665 0.233
H -1.602 0.273 1.198 0.246
```

largest force on an atom	0.0686	Eh/bohr
gap between HOMO and LUMO (alpha / beta)	0.295 / 0.308	hartree
spin multiplicity	3
energy relative to the best compared isomer or geometry (same formula, charge and spin)	27.5	kcal/mol


(2)
A 2-piece molecular cluster, C2H3N3O overall at a distorted geometry, computed with the ωB97M-V functional and the def2-TZVPD basis.

XYZ file:
```
9
Properties=species:S:1:pos:R:3:nbo_charge:R:1
C -0.139 1.349 1.007 0.361
C -0.030 -0.879 0.432 -0.462
N 0.184 2.367 1.441 -0.276
N -0.175 0.740 -2.390 0.234
N -0.644 0.382 0.473 -0.326
O 0.454 -0.210 -2.372 -0.198
H -0.748 -1.632 1.011 0.234
H 0.113 -1.189 -0.642 0.242
H 0.986 -0.928 1.039 0.192
```

largest force on an atom	0.0783	Eh/bohr
gap between HOMO and LUMO (alpha / beta)	0.250 / 0.375	hartree
energy relative to the best compared isomer or geometry (same formula, charge and spin)	121.7	kcal/mol


(3)
One molecule with the formula C2H3N3O at a distorted geometry, computed with the ωB97M-V functional and the def2-TZVPD basis.

XYZ file:
```
9
Properties=species:S:1:pos:R:3:nbo_charge:R:1
H 1.758 1.463 0.887 0.328
N 1.041 1.702 0.211 -0.707
C 0.291 0.713 0.032 0.489
N -0.701 0.586 -0.950 -0.481
C -1.124 -0.615 -0.867 0.383
O -0.562 -1.337 0.038 -0.284
N 0.344 -0.519 0.641 -0.353
H -1.800 -1.094 -1.526 0.201
H 0.754 -0.899 1.535 0.423
```

largest force on an atom	0.0696	Eh/bohr
gap between HOMO and LUMO	0.350	hartree
structure (SMILES)	[H]/N=c1/nco[nH]1
energy relative to the best compared isomer or geometry (same formula, charge and spin)	57.5	kcal/mol


(4)
C2H3N3O as an isolated structure at a distorted geometry, computed with the ωB97M-V functional and the def2-TZVPD basis.

XYZ file:
```
9
Properties=species:S:1:pos:R:3:nbo_charge:R:1
O 2.304 -0.038 0.033 -0.652
C 1.012 -0.052 0.342 0.566
N 0.222 0.919 0.459 -0.239
N -1.034 0.844 0.140 -0.498
C -1.172 -1.067 -0.265 0.171
N -0.039 -1.495 -0.280 -0.442
H 2.462 0.597 -0.690 0.494
H -1.530 1.535 0.727 0.368
H -2.224 -1.243 -0.467 0.231
```

largest force on an atom	0.0373	Eh/bohr
gap between HOMO and LUMO	0.342	hartree
energy relative to the best compared isomer or geometry (same formula, charge and spin)	99.9	kcal/mol


(5)
C2H3N3O as an isolated structure, computed with the ωB97M-V functional and the def2-TZVPD basis.

XYZ file:
```
9
Properties=species:S:1:pos:R:3:nbo_charge:R:1
O 2.106 -0.622 0.475 -0.636
C 0.950 -0.086 0.099 0.468
N 0.650 0.900 -0.686 -0.375
N -2.154 0.362 -0.634 -0.443
N -0.985 0.249 -0.224 0.111
C -0.326 -0.603 0.520 -0.192
H 2.854 -0.160 0.074 0.500
H -2.396 1.341 -0.785 0.346
H -0.699 -1.381 1.165 0.219
```

largest force on an atom	0.0140	Eh/bohr
gap between HOMO and LUMO	0.307	hartree
energy relative to the best compared isomer or geometry (same formula, charge and spin)	119.0	kcal/mol


(6)
One molecule with the formula C2H3N3O at a distorted geometry, computed with the ωB97M-V functional and the def2-TZVPD basis.

XYZ file:
```
9
Properties=species:S:1:pos:R:3:nbo_charge:R:1
C 0.215 -0.999 -0.230 -0.650
C -0.112 0.415 0.141 0.031
N 0.770 1.420 0.530 0.085
O 1.938 1.064 0.550 -0.363
N -2.385 1.302 -0.047 0.088
N -1.344 0.878 0.042 0.101
H -0.638 -1.480 -0.716 0.228
H 1.065 -1.010 -0.919 0.245
H 0.490 -1.590 0.650 0.235
```

largest force on an atom	0.0295	Eh/bohr
gap between HOMO and LUMO	0.327	hartree
energy relative to the best compared isomer or geometry (same formula, charge and spin)	89.2	kcal/mol